No. 1
ORCA calculation (ωB97M-V/def2-TZVPD) on one molecule with the formula C21H26FN3O.

LUMO energy, eV: 0.684
Energy relative to the best compared isomer or geometry (same formula, charge and spin), eV: 0.000
Energy, eV: -31434.8499
SMILES string: CCCCC(=O)Nc1ccccc1N1CCN(c2ccc(F)cc2)CC1
HOMO-LUMO gap, Eh: 0.3004
HOMO level, eV: -7.49
F_max, Eh/bohr: 0.01035

The geometry in XYZ format:
```
52
Properties=species:S:1:pos:R:3:forces:R:3
C 0.690 -4.325 0.058 -0.1 0.0 -0.1
N -1.727 -1.682 -0.906 -0.2 -0.3 0.1
H -3.502 2.784 -0.565 -0.1 -0.1 0.1
C 2.392 3.026 -0.214 -0.2 0.4 0.0
H 1.621 -4.430 0.596 0.1 0.0 0.1
F 1.462 5.201 -0.224 0.0 -0.1 0.0
H 2.574 -2.400 0.041 0.0 0.0 0.0
H -2.389 0.605 -2.641 -0.1 0.0 0.0
C -1.117 -2.945 -0.696 0.2 0.0 0.0
O 0.067 -0.742 -1.913 0.2 0.0 0.0
C 0.117 -5.425 -0.542 0.0 0.0 0.0
H 2.834 -1.569 2.347 0.0 0.0 -0.1
H -1.112 -1.469 1.687 0.0 0.1 0.0
H -2.681 0.630 -0.893 -0.1 0.0 0.0
H -3.104 4.488 -0.754 -0.1 0.1 0.1
C -1.710 -4.068 -1.261 0.0 -0.1 0.0
H 2.962 3.266 -1.097 0.1 0.0 -0.1
C 0.574 -0.423 2.571 -0.4 0.0 -0.2
C -2.681 3.496 -0.614 0.1 0.0 -0.2
C -1.107 -5.307 -1.182 -0.1 0.0 0.0
H 1.851 -0.863 -0.471 0.1 -0.1 0.0
H -1.578 -6.168 -1.631 0.0 -0.1 0.0
H -2.273 3.141 -2.699 0.0 0.1 -0.1
H 0.357 2.246 2.950 0.0 0.0 0.1
H 3.117 1.049 -0.114 0.0 -0.1 0.0
H -2.644 -3.950 -1.793 -0.1 0.0 -0.1
H 3.606 -0.428 1.243 0.0 0.0 0.0
C 1.560 3.975 0.346 0.1 -0.1 0.0
C -1.078 -0.656 -1.529 -0.5 0.2 -0.1
C 2.647 -0.846 1.547 0.1 -0.2 -0.3
N 0.662 -2.051 0.788 0.1 0.3 0.1
C 1.967 -1.557 0.372 0.3 0.2 0.0
C 1.722 1.434 1.491 0.1 0.4 -0.1
H -0.516 1.845 -0.568 0.1 0.0 0.0
C -0.168 -1.021 1.368 0.0 0.1 0.5
H -0.205 1.737 -2.295 0.0 0.0 0.1
C 0.916 2.438 2.048 0.0 -0.2 0.0
C 0.827 3.693 1.483 0.1 0.1 -0.3
H 0.612 -6.383 -0.492 0.0 -0.1 0.0
H 0.831 -1.212 3.282 -0.1 0.0 0.0
H 0.199 4.454 1.920 -0.1 0.1 0.0
C 2.470 1.770 0.356 -0.1 -0.2 0.2
H -2.734 -1.642 -0.835 0.1 0.1 0.1
H -0.064 0.300 3.074 0.0 0.0 0.0
C -0.996 1.838 -1.551 -0.1 0.1 -0.2
H -2.151 3.481 0.336 0.0 0.0 0.1
H -0.377 -0.191 0.676 0.0 -0.1 0.1
N 1.805 0.192 2.112 0.2 -0.3 0.4
C 0.080 -3.067 0.028 -0.3 -0.4 -0.1
H -0.977 3.956 -1.824 0.0 0.0 -0.1
C -1.906 0.612 -1.660 0.4 0.2 0.0
C -1.725 3.164 -1.754 0.0 -0.1 0.2
```
Positions in Å, forces in eV/Å.

Atomic partial charges in e from the Mulliken method, atoms 1 to 5: C -0.51; N -0.09; H 0.33; C -0.92; H 0.49


No. 2
ORCA calculation (ωB97M-V/def2-TZVPD) on a 3-piece molecular cluster, C21H26FNO7 overall at a distorted geometry.

LUMO energy, eV: -1.696
Energy, eV: -40734.3050
SMILES string: CO[C@@H](CCCC(=O)O)CN[C@@H](C)F.O=C1C=CC(=O)C=C1.O=C1C=CC(=O)C=C1
HOMO-LUMO gap, Eh: 0.2608
HOMO level, eV: -8.79
F_max, Eh/bohr: 0.07582

The geometry in XYZ format:
```
56
Properties=species:S:1:pos:R:3:forces:R:3
H -0.241 -1.976 1.648 1.1 0.6 -0.9
H -0.623 -2.623 -0.715 1.1 1.3 0.5
C 1.138 -3.887 -6.267 0.2 -0.3 -0.3
H -0.706 2.844 -1.496 0.0 0.0 0.0
C 0.618 4.390 -0.692 -0.2 0.0 0.3
F 1.696 -2.403 1.055 -1.4 1.1 -0.1
O 1.654 -4.622 -7.087 -0.1 0.2 0.2
C 1.766 5.263 -1.017 0.2 0.1 -0.2
H 1.976 -1.726 -3.706 0.0 0.0 0.0
C 1.956 -3.110 -5.311 0.0 0.2 0.3
C 2.347 5.227 -2.216 0.0 0.1 0.3
H -1.800 1.746 2.256 1.1 -1.1 0.1
H 0.378 2.775 -3.735 0.0 0.0 0.0
H -3.856 -0.825 1.056 1.5 0.9 0.5
C 1.865 4.312 -3.274 0.2 0.0 -0.4
C -2.981 -0.081 1.091 -0.3 -0.5 -1.3
C 0.717 3.439 -2.949 -0.2 -0.1 0.2
H -0.579 -0.818 -0.972 0.8 -1.0 0.7
H 3.030 -3.235 -5.381 0.0 0.0 0.0
H -0.252 -1.407 3.764 0.0 1.1 1.1
O -2.114 -0.309 2.215 0.2 1.0 -0.3
C -1.163 0.788 2.374 -0.3 1.5 -0.1
N 1.003 -0.183 1.292 -1.1 -0.5 -1.2
H 0.486 1.867 1.365 -0.9 -1.4 -0.2
H 1.531 -0.166 2.170 -0.6 -0.2 -0.4
H -2.407 -0.249 0.107 -0.8 0.3 1.3
H 0.127 1.756 3.941 -0.6 -1.3 -0.1
C -1.271 -1.996 6.211 -1.1 -1.5 -1.2
H -0.592 0.933 0.231 1.0 -0.4 1.1
H -3.437 0.961 1.053 0.7 -1.1 0.3
O -0.592 -1.412 -3.516 0.1 -0.1 -0.3
H 0.712 -1.074 6.474 -1.6 0.3 -0.5
C -0.330 -3.733 -6.190 -0.3 0.1 0.1
H -0.600 0.191 6.523 0.1 -1.3 -0.8
O 0.090 4.422 0.404 0.1 0.0 -0.2
H -1.477 1.117 4.538 1.3 -0.3 -1.0
C -0.076 -2.148 -4.336 -0.2 0.2 0.2
C -0.051 0.857 1.225 0.0 1.1 1.2
H -1.968 -2.799 -5.222 0.0 0.0 0.0
C -0.573 0.865 3.869 -1.6 -0.8 -0.2
O -1.617 -2.811 5.348 1.5 2.6 2.5
H 0.956 -1.783 -1.237 -1.3 0.2 1.0
H 1.172 -0.422 4.352 -1.6 -0.3 0.0
C 0.531 -1.530 0.930 0.1 -1.0 -0.1
C -0.283 -0.763 5.985 0.6 -0.9 -0.5
H -1.871 -1.273 7.882 0.3 -1.1 0.1
O 2.393 4.280 -4.369 -0.1 0.0 0.3
H 3.189 5.859 -2.470 0.0 0.0 0.0
C -0.895 -2.924 -5.292 0.0 -0.2 -0.2
H -0.915 -4.309 -6.897 0.0 0.0 0.0
C 0.025 -0.518 4.411 1.3 0.8 0.5
C 0.029 -1.687 -0.570 0.3 -0.1 -0.2
C 1.392 -2.302 -4.413 0.3 -0.1 -0.1
C 0.136 3.476 -1.749 0.0 -0.1 -0.3
O -1.750 -2.191 7.538 0.5 1.8 -1.7
H 2.105 5.927 -0.231 0.0 0.0 0.0
```
Positions in Å, forces in eV/Å.

Atomic partial charges in e from the Mulliken method, atoms 1 to 5: H -0.02; H 0.31; C 0.32; H 0.40; C 0.43


No. 3
ORCA calculation (ωB97M-V/def2-TZVPD) on C21H26N2O2 as an isolated structure at a distorted geometry.

LUMO energy, eV: -1.053
Energy relative to the best compared isomer or geometry (same formula, charge and spin), eV: 19.661
Energy, eV: -29256.7355
HOMO-LUMO gap, Eh: 0.2506
HOMO level, eV: -7.87
F_max, Eh/bohr: 0.36165

The geometry in XYZ format:
```
51
Properties=species:S:1:pos:R:3:forces:R:3
C 5.068 2.256 -0.279 3.9 7.3 1.0
H 6.977 1.342 0.168 0.2 0.7 0.2
O 0.758 2.422 -0.813 0.7 -1.6 -0.3
H 0.436 -4.139 0.042 1.0 3.1 -2.0
H -4.774 -1.336 -2.047 -0.4 -1.9 1.9
H 2.532 -4.611 0.526 0.0 -4.7 1.0
O -2.286 4.209 0.126 0.0 -1.0 -2.0
H 4.448 -3.028 0.549 2.6 -1.1 1.0
H -1.098 2.288 -1.511 -3.6 -4.6 -2.3
C -3.055 -2.829 0.574 5.4 0.4 -7.1
C -3.357 -1.882 -0.684 2.9 4.6 7.9
H 5.585 3.466 -0.182 -1.6 -3.7 -0.8
H -3.162 1.574 1.574 -2.9 1.3 3.4
H -1.419 0.159 -0.125 -2.2 2.0 1.3
C -4.616 -2.134 -1.154 -0.9 -1.0 -8.8
C -2.331 0.501 0.626 4.8 -10.7 -3.6
N -2.597 1.796 0.845 3.5 2.7 0.7
H -0.521 1.844 1.309 2.2 -2.5 0.0
C 3.171 0.735 -0.320 1.0 10.9 1.3
H -0.507 3.698 -1.778 0.5 -0.3 0.5
H -2.993 -3.851 0.233 0.3 -0.5 -0.1
C 3.923 -0.285 0.135 11.1 8.6 0.1
N 0.679 1.007 -0.826 -1.3 2.2 0.9
H -2.107 -2.469 0.901 0.6 -0.3 1.1
C 5.388 -0.125 0.326 -2.1 4.4 -0.6
C -0.540 2.881 -0.993 3.6 4.8 -3.8
C 2.515 -3.676 0.225 -9.9 -0.8 -3.6
H -3.789 -2.777 1.170 -5.3 0.8 4.9
C 3.769 2.170 -0.366 -4.7 -6.0 -0.9
C 3.198 -1.277 0.011 -10.3 -15.5 0.1
H 3.087 2.912 -0.630 -0.7 1.3 -0.2
C -1.267 2.528 1.348 -3.1 -1.7 -7.1
H -4.099 0.426 -0.633 1.5 -1.7 0.3
C 5.905 1.302 0.112 0.4 -7.9 1.1
H 5.979 -0.910 0.768 0.2 -0.1 -0.3
C -1.043 3.513 0.121 -2.8 1.1 8.7
H -1.260 2.873 2.265 -0.8 2.5 4.4
C 3.469 -2.949 0.293 5.9 12.5 -0.7
H -4.390 -3.124 -1.696 -1.5 0.9 0.3
H -4.273 -0.275 0.785 -1.7 -1.1 2.1
H -2.879 3.408 -0.002 0.1 1.3 0.3
H -2.555 -1.602 -1.326 0.6 -0.9 -0.9
C 1.836 -0.938 -0.209 -0.3 -3.3 1.2
H -0.346 4.108 0.651 1.2 1.5 -0.6
H -0.317 -1.613 -0.338 1.6 -0.4 0.6
H -5.435 -2.220 -0.556 -2.0 -0.1 2.0
C -3.528 -0.358 0.071 0.4 2.5 -2.8
C 1.133 -3.145 -0.316 1.1 -9.7 4.8
C 0.764 -1.936 -0.157 -1.5 5.4 -2.1
C 1.696 0.493 -0.321 4.0 -2.7 -1.4
H -1.768 -0.420 1.509 -1.7 3.2 -1.0
```
Positions in Å, forces in eV/Å.

Atomic partial charges in e from the Mulliken method, atoms 1 to 5: C -0.46; H 0.40; O -0.13; H 0.11; H 0.32


No. 4
ORCA calculation (ωB97M-V/def2-TZVPD) on one molecule with the formula C21H26N2O3.

LUMO energy, eV: 0.628
Energy relative to the best compared isomer or geometry (same formula, charge and spin), eV: 3.410
Energy, eV: -31320.6711
SMILES string: COc1ccc(C(=O)CCN2CCN(c3ccc(OC)cc3)CC2)cc1
HOMO-LUMO gap, Eh: 0.2831
HOMO level, eV: -7.08
F_max, Eh/bohr: 0.01231

The geometry in XYZ format:
```
52
Properties=species:S:1:pos:R:3:forces:R:3
H -0.165 -0.662 -3.260 -0.1 0.0 0.0
H 2.641 -2.047 1.382 0.0 -0.1 0.0
N -0.565 2.347 -3.292 0.0 -0.1 0.1
C -0.762 1.226 -4.173 -0.1 0.0 -0.1
C -1.048 -2.192 3.708 -0.1 0.1 0.2
C -0.601 -2.440 0.115 0.0 0.0 0.3
C 1.910 -0.229 0.566 -0.1 0.4 -0.1
H 1.303 0.875 4.201 0.0 0.0 0.1
H 2.694 -3.232 4.816 0.0 0.0 -0.1
O 0.407 3.023 0.005 0.0 0.0 0.0
H -0.686 -2.265 -1.992 0.0 0.0 -0.1
C 1.463 0.578 3.175 0.1 -0.2 0.1
C -1.463 -0.491 -1.040 -0.1 -0.2 0.4
H -2.135 -2.061 3.701 0.0 0.0 0.0
H -1.591 1.484 -4.842 0.1 -0.1 -0.1
H 2.358 1.495 -1.758 0.0 -0.1 0.0
C 1.997 -0.690 2.925 -0.1 0.2 -0.3
H -0.784 -2.975 4.418 0.0 0.1 0.0
C 2.637 -2.795 3.820 0.1 -0.3 -0.1
C 1.142 1.411 2.133 0.1 0.0 -0.2
H -1.335 2.907 -1.435 0.0 0.0 0.0
C -1.088 -0.114 -3.458 0.0 -0.1 -0.2
C 1.351 1.024 0.804 0.1 -0.1 0.5
H 0.713 2.385 2.318 0.0 0.1 0.0
H -2.300 3.416 -2.831 -0.1 0.0 0.2
H 3.618 -2.865 3.340 0.0 0.0 0.0
N -1.777 0.151 -2.215 0.0 0.2 -0.3
H 0.762 3.559 -2.308 0.1 -0.1 -0.1
C 0.949 1.969 -0.259 0.1 -0.2 -0.2
C -0.892 -1.876 1.353 -0.1 -0.1 0.0
C -0.889 -1.771 -1.054 0.0 0.1 -0.1
H 0.131 1.100 -4.789 -0.1 0.0 -0.1
H -3.234 1.253 -3.156 0.0 0.0 0.1
H 1.894 -3.334 3.224 0.0 0.0 0.0
C 1.269 1.563 -1.685 -0.2 0.5 -0.3
C 2.226 -1.078 1.607 0.2 -0.3 0.4
H -1.696 -0.132 2.322 0.0 0.0 0.1
O 2.250 -1.454 4.014 -0.1 0.3 0.0
C 0.752 2.557 -2.747 0.2 0.0 0.1
H 1.445 2.555 -3.594 0.0 0.0 0.1
H 0.862 0.570 -1.859 0.1 -0.1 0.0
H -0.571 -1.255 4.013 0.0 0.0 0.0
H -2.140 1.062 0.293 0.0 0.1 0.0
H -3.226 1.414 -1.401 0.0 0.0 -0.1
C -1.700 2.595 -2.413 -0.2 0.2 -0.1
C -2.583 1.344 -2.277 0.1 0.2 0.0
O -0.577 -2.633 2.458 0.1 0.0 -0.4
H -0.160 -3.425 0.085 0.0 -0.1 0.0
H 2.099 -0.568 -0.440 0.0 0.0 -0.1
C -1.729 0.069 0.213 -0.1 0.0 -0.3
H -1.710 -0.735 -4.121 0.1 0.0 0.0
C -1.465 -0.614 1.386 0.1 -0.3 0.3
```
Positions in Å, forces in eV/Å.

Atomic partial charges in e from the Mulliken method, atoms 1 to 5: H 0.50; H 0.38; N 0.18; C -1.01; C -0.85


No. 5
ORCA calculation (ωB97M-V/def2-TZVPD) on one molecule with the formula C21H26N2O4S at a distorted geometry.

LUMO energy, eV: 0.754
Energy relative to the best compared isomer or geometry (same formula, charge and spin), eV: 1.067
Energy, eV: -44204.0947
SMILES string: COc1ccc(N(CC(=O)N2CCCCCC2)S(=O)(=O)c2ccccc2)cc1
HOMO-LUMO gap, Eh: 0.3260
HOMO level, eV: -8.12
F_max, Eh/bohr: 0.02180

The geometry in XYZ format:
```
54
Properties=species:S:1:pos:R:3:forces:R:3
H 0.626 0.455 3.037 0.0 0.1 0.1
H 2.891 -4.441 -2.632 0.1 -0.1 0.0
C 0.076 -1.925 -1.923 0.2 0.2 0.1
N 1.642 -0.555 -0.626 0.3 0.1 1.1
O 2.536 0.523 1.431 -0.4 0.0 -0.1
C 0.129 -0.475 2.810 0.1 0.2 0.1
H 1.751 1.487 -0.760 -0.2 0.1 -0.1
H -2.266 3.491 -0.214 -0.1 -0.1 -0.1
C -0.173 -3.044 -2.701 0.0 -0.3 -0.2
C -1.633 -2.070 3.119 0.0 0.0 0.0
C 0.675 -1.299 1.847 0.6 0.2 -0.2
H 0.686 3.456 1.941 0.1 -0.1 0.0
O -1.169 0.160 -0.047 0.0 -0.1 -0.3
H -1.534 -3.834 1.908 0.0 -0.1 0.0
H -2.179 1.490 1.331 0.1 0.1 0.1
H -2.172 5.727 1.181 0.0 0.0 0.1
C 0.994 0.715 -0.882 0.1 0.5 0.1
H -1.169 -3.190 -3.089 -0.1 0.0 -0.1
H -2.546 -2.369 3.612 -0.1 0.0 0.0
S 2.135 -0.774 0.957 0.2 -0.1 0.1
C 2.364 -2.603 -1.669 -0.1 -0.1 -0.1
N -0.272 2.034 0.799 -0.1 0.1 0.4
O 3.099 -1.830 0.997 -0.3 -0.2 -0.1
C -1.066 -2.894 2.160 0.1 0.0 -0.1
H 0.653 0.714 -1.921 0.1 0.0 0.2
C -0.296 5.273 0.281 0.0 0.0 0.0
O 0.704 -5.092 -3.704 0.3 0.2 0.2
C 1.342 -1.692 -1.403 -0.1 -0.7 -0.5
H 0.286 3.660 -1.039 0.1 0.0 0.0
H -1.319 -5.509 -3.493 0.0 0.0 0.0
C 0.100 -2.510 1.519 0.0 -0.2 -0.1
H -1.476 -0.230 4.205 0.0 0.1 0.1
C -0.553 -5.378 -4.265 -0.2 0.0 -0.1
C 0.774 3.025 0.942 0.5 0.2 -0.4
H -3.198 3.651 1.273 0.0 0.0 0.0
H -0.428 -6.313 -4.809 -0.1 0.1 0.0
H -0.703 5.710 -0.633 0.0 0.1 0.0
C -1.034 -0.865 3.451 0.0 0.0 0.0
C -1.522 2.354 1.458 -0.5 -0.1 -0.2
H -0.731 -1.246 -1.698 0.0 0.1 0.1
C 2.111 -3.725 -2.426 -0.1 -0.1 -0.1
H 0.284 6.054 0.777 0.0 0.1 -0.1
H 3.343 -2.430 -1.256 0.1 0.0 0.0
C 0.644 4.125 -0.118 0.0 0.1 0.2
C 0.841 -3.957 -2.959 0.1 0.0 0.1
H 0.565 -3.133 0.772 0.0 -0.2 -0.1
C -0.236 0.951 0.000 -0.2 0.0 -0.2
H -1.338 2.501 2.527 0.0 0.0 0.0
H 1.629 4.543 -0.329 0.0 0.0 -0.1
H 1.746 2.533 0.898 -0.2 0.1 0.0
C -1.456 4.903 1.213 -0.1 0.1 -0.3
H -1.099 4.840 2.243 0.0 0.0 0.1
H -0.871 -4.595 -4.961 0.0 0.0 0.0
C -2.185 3.602 0.868 0.1 0.0 0.3
```
Positions in Å, forces in eV/Å.

Atomic partial charges in e from the Mulliken method, atoms 1 to 5: H 0.50; H 0.43; C -0.23; N 0.31; O -0.70


- Which value of HOMO-LUMO gap does entry 1 give?
  0.3004 Eh